No. 1
Computed, not measured: a cluster of 2 separate species, C19H20Br2F4NO9PS in total at a distorted geometry, with the ωB97M-V functional and the def2-TZVPD basis.

Element x y z (Å)
Br: 0.52884 -0.62030 2.99078
Br: -2.87417 -2.90361 3.42740
S: 0.72591 -2.31312 -2.99521
P: 2.42152 2.62534 1.34353
F: -2.20526 0.57568 -0.58379
F: -1.64359 -1.20406 1.44570
F: -3.28395 -0.34902 4.23321
F: -1.33492 -1.23599 4.88240
O: 2.59152 0.08665 -4.22409
O: -6.66792 -1.78146 -3.24554
O: 3.66061 3.19428 0.74946
O: -8.61764 -0.70887 -2.86600
O: -1.91620 -0.51064 -3.59862
O: 2.76150 1.60452 2.59774
O: -6.70582 0.03078 -1.91836
O: 1.58728 3.92327 2.00705
O: 3.35033 1.38979 -1.45312
N: 0.39153 -0.81940 -3.93192
C: 1.36039 1.71642 0.08831
C: 4.03481 0.14620 -1.14650
C: -0.85914 0.79605 -0.71792
C: -1.40158 -0.42125 2.59842
C: -1.83725 1.05058 2.27638
C: 4.06651 -0.18942 0.38162
C: -0.09303 1.47565 0.33697
C: -2.20783 -1.09043 3.80675
C: 4.93855 -1.60296 2.29457
C: -5.31054 -1.43160 -2.99114
C: 4.85690 -1.53304 0.70806
C: 1.60676 -0.05166 -3.58367
C: -0.70831 1.97124 1.67818
C: -5.41109 -0.54800 -1.78036
C: 1.21054 0.55224 -2.19780
C: 1.99327 1.23124 -1.17525
C: -0.80451 -0.35180 -3.20651
C: -0.23244 0.36495 -1.94006
C: -7.44543 -0.81037 -2.69326
H: -4.64032 0.22159 -1.75960
H: 3.51744 -0.71605 -1.66794
H: -4.70874 -2.32132 -2.80978
H: 5.07115 0.20114 -1.55820
H: -2.75804 0.98471 1.63000
H: 0.84300 4.16051 1.42467
H: 5.55677 -2.48471 2.62211
H: 0.04941 2.12403 2.49393
H: -4.91169 -0.90513 -3.86146
H: 4.23200 -2.40202 0.38064
H: 3.03652 -0.35384 0.81646
H: -5.37406 -1.11253 -0.84462
H: -2.19142 1.55756 3.22072
H: 3.91952 -1.64227 2.77451
H: -0.54743 -2.77559 -2.70801
H: 4.50597 0.69070 0.93345
H: 5.43520 -0.65935 2.65048
H: 5.89754 -1.53089 0.30079
H: -1.15500 2.99559 1.50032
H: 3.69601 1.70999 2.86412

Highest occupied orbital energy ... -9.835 eV
SMILES string ... CCCCOc1c2c(c(F)c(CC[C@@](F)(Br)C(F)(F)Br)c1P(=O)(O)O)C(=O)N(S)C2=O.O=C1OCCO1
Orbital gap ... 8.073 eV
Total energy ... -211022.4286 eV
Spin multiplicity ... 1

Löwdin atomic charge list, values in e, 6 entries:
1. Br 0.906
2. Br 0.808
3. S 0.874
4. P 0.577
5. F 0.052
6. F -0.105

=====

No. 2
Computed, not measured: a structure of composition C19H20Cl2N8O5PtS at a distorted geometry, with the ωB97M-V functional and the def2-TZVPD basis.

Element x y z (Å)
Pt: 7.16506 12.07087 10.63423
Cl: 11.07342 13.47914 8.50634
Cl: 9.88643 11.43687 10.33041
S: 7.55391 10.48345 13.55812
O: 6.93231 15.86061 9.78869
O: 4.17705 13.58324 12.94556
O: 6.41388 10.66862 14.39891
O: 8.51778 11.54909 13.36018
O: 4.97862 12.53288 11.23234
N: 8.86500 14.38992 12.50484
N: 5.14314 13.18419 12.32608
N: 6.98228 10.28591 11.90470
N: 6.37770 13.41310 12.63504
N: 5.95797 14.49309 14.67289
N: 7.18804 13.52620 9.33311
N: 8.06162 14.60592 13.61910
N: 6.52501 10.41550 9.27145
C: 6.10381 9.35651 9.97648
C: 5.84296 8.07770 12.11276
C: 5.00088 7.20982 9.99678
C: 6.34514 9.22955 11.42993
C: 9.62376 8.79963 13.66531
C: 6.99263 14.72623 9.56212
C: 5.21331 8.42731 7.86968
C: 5.38915 8.32940 9.28360
C: 5.71956 9.49028 7.20417
C: 6.75680 14.17694 13.69021
C: 10.57369 11.79310 8.68729
C: 9.51680 6.70333 14.81534
C: 7.56933 8.15930 14.87803
C: 6.39001 10.49482 7.96502
C: 10.25193 7.59013 14.05922
C: 10.09556 5.36900 15.11084
C: 8.31452 8.97615 14.03057
C: 5.19903 7.05984 11.39087
C: 8.17326 6.96169 15.26938
H: 10.00698 4.69150 14.24168
H: 6.28899 15.14704 15.37588
H: 10.10606 9.56549 13.11749
H: 4.95014 14.31057 14.57891
H: 9.86546 11.50036 7.90796
H: 11.17147 5.56224 15.27692
H: 4.72599 7.61306 7.34833
H: 4.79350 6.13598 11.85101
H: 5.46228 9.60427 6.14237
H: 9.35620 15.28161 12.41935
H: 11.45084 11.14405 8.58821
H: 6.01452 7.95124 13.15010
H: 9.56211 4.90240 15.91818
H: 4.47731 6.40609 9.49549
H: 8.56702 14.90480 14.43356
H: 7.75628 6.24794 15.88378
H: 6.79651 11.34776 7.38784
H: 9.54117 13.62013 12.65166
H: 6.56672 8.46428 15.18533
H: 11.32720 7.37596 13.77044

Energy above the lowest of the compared OMol25 structures with the same formula, charge and spin ... 0.000 eV
Highest occupied orbital energy (spin up / spin down) ... -14.232 / -14.468 eV
Orbital gap (spin up / spin down) ... 7.941 / 5.150 eV
Net charge ... +2
⟨S²⟩ ... 6.056
Total energy ... -81290.4397 eV
Spin multiplicity ... 5

Löwdin atomic charge list, values in e, 6 entries:
1. Pt 1.224
2. Cl 0.563
3. Cl 0.533
4. S 0.680
5. O 0.254
6. O 0.112

=====

No. 3
Computed, not measured: a structure of composition C19H20Cl3F2N3OS2Ti at a distorted geometry, with the ωB97M-V functional and the def2-TZVPD basis.

Element x y z (Å)
Ti: 0.53883 -0.22602 -0.45743
Cl: -4.05257 0.18958 -0.44343
Cl: 0.24643 -2.13842 1.63947
Cl: -4.65547 -3.29252 3.60337
S: -0.65587 1.65948 2.51957
S: 1.03263 0.71838 4.81087
F: 0.99303 -2.79392 -1.30453
F: -1.18147 -2.55482 -1.18993
O: -1.18277 -0.19562 0.09437
N: 1.83573 0.27608 1.03087
N: 1.76853 0.41478 2.36867
N: 2.23533 -0.32512 -1.54173
C: -1.85327 2.79718 -0.75153
C: -0.37007 -0.39912 5.10557
C: -0.03867 -1.88852 -1.66393
C: 3.34383 -0.22592 -0.73423
C: 4.83313 -0.51142 -2.62553
C: -4.20697 -1.53612 1.59407
C: -1.19377 2.83308 -3.16753
C: -1.95427 -0.90112 0.82257
C: -2.25777 -2.59422 2.59117
C: 3.69883 -0.56102 -3.44303
C: -1.45507 -1.87562 1.74367
C: -3.37107 -0.82632 0.76677
C: 3.08893 0.04238 0.60947
C: 2.44203 -0.47032 -2.85683
C: -1.18627 2.00538 -1.87383
C: 0.75793 0.90428 2.99867
C: -3.63397 -2.39622 2.52557
C: 4.65513 -0.34222 -1.26743
C: 0.24043 1.59458 -1.49473
H: 5.49943 -0.27662 -0.59443
H: -5.27637 -1.43042 1.50967
H: -1.38447 3.77698 -0.63833
H: 1.55363 -0.50762 -3.48113
H: -2.91837 2.93938 -0.94583
H: -1.84637 -3.31522 3.28047
H: 0.84033 1.56458 -2.41723
H: -0.78467 2.24598 -3.99213
H: -1.73987 2.26028 0.18867
H: -0.10447 -1.40532 4.78337
H: -1.21517 -0.02822 4.52897
H: -0.59387 -0.38392 6.16777
H: -0.57797 3.72658 -3.04923
H: 5.82783 -0.59372 -3.05083
H: 3.90383 0.09698 1.33527
H: 0.68143 2.37338 -0.85253
H: -0.12197 -1.99962 -2.77203
H: -1.78627 1.10258 -2.06313
H: 3.79033 -0.66662 -4.51603
H: -2.20837 3.14018 -3.43023

Energy above the lowest of the compared OMol25 structures with the same formula, charge and spin ... 2.984 eV
Highest occupied orbital energy (spin up / spin down) ... 0.206 / 0.330 eV
Orbital gap (spin up / spin down) ... 4.089 / 3.965 eV
Net charge ... -2
Total energy ... -114333.3671 eV
Spin multiplicity ... 1

Löwdin atomic charge list, values in e, 6 entries:
1. Ti 0.889
2. Cl 0.735
3. Cl 0.861
4. Cl 0.603
5. S 0.526
6. S 0.675

=====

No. 4
Computed, not measured: an isolated molecule of C19H20ClN3O2 at a distorted geometry, with the ωB97M-V functional and the def2-TZVPD basis.

Element x y z (Å)
Cl: 6.13424 -2.07032 -3.03812
O: -0.49494 0.38451 0.56793
O: 3.06172 2.30959 -3.26026
N: 1.35313 2.18429 -1.79168
N: -2.35570 -0.34081 1.66236
N: -3.95720 -1.01547 3.72474
C: -1.88372 2.17441 -1.12804
C: 2.14717 -0.60495 -1.35596
C: -1.01081 -3.06994 4.59672
C: 2.88374 0.24577 -2.18427
C: -2.70153 -1.61164 3.64573
C: 3.88533 -2.31932 -1.44952
C: -0.55975 -1.87867 2.58284
C: -1.71816 0.34393 0.62099
C: -1.41552 2.07933 -2.40320
C: -0.55394 3.16055 -3.06808
C: -2.28557 -2.47188 4.68558
C: 0.71878 3.41693 -2.27863
C: -1.83849 -1.25403 2.60312
C: 4.58251 -1.53829 -2.40028
C: 2.42164 1.61534 -2.45950
C: 2.65151 -1.85366 -0.95080
C: -0.14486 -2.76945 3.56248
C: -2.61122 1.05301 -0.44727
C: 4.10873 -0.25906 -2.73604
H: -1.06368 4.08192 -3.09675
H: -2.93707 0.27501 -1.14808
H: -3.36124 -0.33321 1.59223
H: 0.10997 -1.62007 1.76790
H: 0.76705 1.48562 -1.30499
H: -3.53563 1.45421 0.00160
H: 0.50428 3.99860 -1.37714
H: -1.62366 3.06322 -0.55828
H: 1.39438 4.04926 -2.87086
H: -0.32197 2.88052 -4.11132
H: 0.87237 -3.14371 3.53627
H: 1.19495 -0.32284 -0.93777
H: 4.71129 0.41954 -3.39354
H: -4.45890 -1.19149 4.60619
H: -3.97388 -0.05475 3.48291
H: 2.15453 -2.41870 -0.20602
H: -2.91331 -2.69349 5.51707
H: -0.65431 -3.74523 5.35358
H: -1.54973 1.18121 -3.00039
H: 4.26747 -3.27576 -1.15342

Energy above the lowest of the compared OMol25 structures with the same formula, charge and spin ... 1.756 eV
Highest occupied orbital energy ... -8.354 eV
SMILES string ... Nc1ccccc1NC(=O)C/C=C/CCNC(=O)c1cccc(Cl)c1
Orbital gap ... 8.783 eV
Total energy ... -41115.7312 eV
Spin multiplicity ... 1

Löwdin atomic charge list, values in e, 6 entries:
1. Cl 0.632
2. O 0.049
3. O 0.033
4. N 0.077
5. N 0.118
6. N 0.084

=====

No. 5
Computed, not measured: a cluster of 2 separate species, C19H20F3O2S in total at a distorted geometry, with the ωB97M-V functional and the def2-TZVPD basis.

Element x y z (Å)
S: -2.65818 1.50652 -0.90122
F: 3.77650 -0.58863 -3.10907
F: 4.75070 -2.49796 1.13333
F: -0.61955 -4.54168 3.76637
O: -1.23064 3.23625 1.01533
O: 0.82329 2.77944 0.16994
C: 4.30934 -1.55721 -1.00166
C: -2.88016 0.96779 -2.62302
C: -0.70393 -2.57264 0.65654
C: -0.21402 -3.29258 1.78748
C: -0.99882 1.71788 -0.81103
C: 3.82705 -2.06435 0.20386
C: 1.49968 -1.77870 -0.44989
C: 2.70948 3.97400 1.00849
C: -0.52570 2.62662 0.20034
C: 0.09224 -1.89634 -0.30996
C: 2.47876 -2.15829 0.51911
C: -2.49116 -3.89072 2.46067
C: 3.34648 -1.13369 -1.91779
C: 1.98770 -1.23174 -1.68539
C: -2.98280 -3.21348 1.33359
C: -1.11245 -3.89561 2.65292
C: 1.22207 3.77145 1.13615
C: -3.30432 3.20714 -1.03178
C: -2.12465 -2.56160 0.46350
H: 0.69912 4.71574 0.93761
H: -0.28993 1.10015 -1.33987
H: -2.51968 -2.03332 -0.40666
H: 3.00540 4.81213 1.64291
H: 3.25813 3.08678 1.33709
H: 1.27296 -0.91341 -2.44180
H: 0.84712 -3.38690 1.98019
H: -3.96123 0.93122 -2.79407
H: 3.00204 4.20072 -0.02066
H: -2.39440 1.68181 -3.29486
H: 0.96787 3.42124 2.14483
H: -2.74685 3.76358 -1.79266
H: -0.47260 -1.45355 -1.13333
H: -3.15310 -4.39678 3.16004
H: -3.19779 3.67261 -0.04989
H: -2.44248 -0.03063 -2.71370
H: -4.35757 3.11413 -1.31823
H: 5.37279 -1.48735 -1.21270
H: 2.19066 -2.50778 1.50232
H: -4.05737 -3.20227 1.14664

Energy above the lowest of the compared OMol25 structures with the same formula, charge and spin ... 0.066 eV
Highest occupied orbital energy ... -10.076 eV
Orbital gap ... 3.615 eV
Net charge ... +1
Total energy ... -43100.3391 eV
Spin multiplicity ... 1

Löwdin atomic charge list, values in e, 6 entries:
1. S 0.994
2. F 0.069
3. F 0.069
4. F 0.066
5. O 0.000
6. O -0.031